C5H8AgO2 | the ωB97M-V functional and the def2-TZVPD basis

Geometry (Å):
Ag  1.09  3.01  -0.58
C  1.69  -0.32  1.00
H  3.44  -0.47  -0.26
H  2.67  -2.03  0.19
H  1.63  -0.90  -0.94
C  -0.05  1.02  -0.23
H  -3.81  1.27  -0.03
C  -2.19  0.01  -0.54
O  -1.30  1.08  -0.60
H  -1.78  -0.97  -0.75
H  1.40  -0.99  1.81
C  2.49  -0.98  -0.07
O  0.31  -0.14  0.19
C  -3.45  0.26  -0.21
H  2.04  0.68  1.26
H  -4.17  -0.55  -0.25

Properties
multiplicity = 3
HOMO (alpha / beta) = -0.4040 / -0.5284 Eh
energy above the lowest of the compared OMol25 structures with the same formula, charge and spin = 0.000 eV
calculated total energy = -13394.6789 eV
⟨S²⟩ = 2.0057
net charge = +1